# 1
C5H8N2 | wB97M-V/def2-TZVPD

molecular weight: 96.133 g/mol
structure (SMILES): Cc1ccn(C)n1
E_LUMO: 0.039 hartree
energy relative to the best compared isomer or geometry (same formula, charge and spin): 17.32 kcal/mol
Kohn-Sham gap: 10.183 eV

Geometry as ORCA input:
```
! RIJCOSX wB97M-V def2-TZVPD def2/J DEFGRID3
* xyz 0 1
C 1.7394 -0.2558 1.7096
C 0.6194 -0.3798 0.7278
C -0.7198 -0.8197 0.9445
C -1.3433 -0.6143 -0.2514
N -0.4188 -0.1032 -1.1171
C -0.7551 1.0184 -1.9716
N 0.7826 0.0512 -0.5034
H 1.8260 -1.1359 2.3525
H 1.5715 0.6185 2.3522
H 2.6766 -0.1055 1.1668
H -1.1574 -1.1987 1.8573
H -2.3694 -0.7643 -0.5631
H -1.6767 0.8194 -2.5200
H 0.0700 1.2120 -2.6540
H -0.8874 1.8946 -1.3245
*
```


# 2
C5H8N2 | wB97M-V/def2-TZVPD

molecular weight: 96.133 g/mol
E_LUMO (spin up / spin down): 0.008 / 0.008 hartree
energy relative to the best compared isomer or geometry (same formula, charge and spin): 115.12 kcal/mol
Kohn-Sham gap (spin up / spin down): 8.229 / 8.229 eV

Geometry as ORCA input:
```
! RIJCOSX wB97M-V def2-TZVPD def2/J DEFGRID3
* xyz 0 1
C -1.7354 -1.1423 0.2733
C -0.9008 -0.0475 -0.3306
C -0.6591 1.2815 0.2608
N 0.2742 0.3939 0.4234
C 1.5634 0.1258 0.4772
C 2.0391 -1.1030 -0.0468
N 2.4273 -2.0969 -0.4984
H -1.7942 -1.0202 1.3542
H -1.3133 -2.1223 0.0472
H -2.7466 -1.1147 -0.1357
H -0.7325 -0.1415 -1.4049
H 0.8732 2.2125 -1.1288
H -1.0937 2.0814 0.8318
H 1.6118 1.9569 -1.2353
H 2.1864 0.7364 1.1124
*
```


# 3
C5H8N2 | wB97M-V/def2-TZVPD

molecular weight: 96.133 g/mol
E_LUMO: 0.028 hartree
energy relative to the best compared isomer or geometry (same formula, charge and spin): 109.70 kcal/mol
Kohn-Sham gap: 7.417 eV

Geometry as ORCA input:
```
! RIJCOSX wB97M-V def2-TZVPD def2/J DEFGRID3
* xyz 0 1
C 0.7141 -0.3946 1.4393
N -0.0526 0.7069 0.6725
C -1.4283 0.2998 0.7612
C -1.7750 -0.3998 -0.3174
C -0.5160 -0.5404 -1.1029
C 0.3015 0.5425 -0.6253
N 1.5253 0.8869 -1.0600
H 1.7872 -0.1863 1.3385
H 0.4556 -0.2814 2.4999
H 0.1143 -1.2364 -0.2596
H -1.9698 0.5344 1.6683
H -2.7147 -0.8891 -0.5341
H -0.4929 -0.9166 -2.1234
H 2.1634 1.3516 -0.4318
H 1.8879 0.5224 -1.9251
*
```


# 4
C5H8N2 | wB97M-V/def2-TZVPD

molecular weight: 96.133 g/mol
E_LUMO: 0.021 hartree
energy relative to the best compared isomer or geometry (same formula, charge and spin): 81.52 kcal/mol
Kohn-Sham gap: 8.898 eV

Geometry as ORCA input:
```
! RIJCOSX wB97M-V def2-TZVPD def2/J DEFGRID3
* xyz 0 1
C 0.6867 0.8911 2.0369
N -0.1978 0.2919 1.0188
C -0.7433 1.2020 -0.0003
N -0.6886 0.6729 -1.1484
C -0.0638 -0.6130 -0.9917
C 0.0091 -1.4792 -2.2095
C 0.3592 -0.9403 0.2592
H 1.0294 0.0902 2.6925
H 1.5418 1.3408 1.5318
H 0.1393 1.6497 2.6053
H -1.1421 2.1728 0.2704
H -0.9978 -1.6921 -2.5896
H 0.5690 -1.0058 -3.0243
H 0.4835 -2.4290 -1.9513
H -0.9847 -0.1520 1.5002
*
```


# 5
C5H8N2 | wB97M-V/def2-TZVPD

molecular weight: 96.133 g/mol
E_LUMO (spin up / spin down): 0.010 / 0.012 hartree
energy relative to the best compared isomer or geometry (same formula, charge and spin): 59.90 kcal/mol
Kohn-Sham gap (spin up / spin down): 7.404 / 7.420 eV

Geometry as ORCA input:
```
! RIJCOSX wB97M-V def2-TZVPD def2/J DEFGRID3
* xyz 0 1
C -1.1600 0.9712 0.6568
C -0.8638 -1.0109 -1.2531
N 0.2066 -0.4906 -0.6954
C 1.2747 -1.1032 -0.1341
C 1.8372 -0.1526 0.7606
N 1.2844 1.0232 0.7372
C 0.1487 0.9102 -0.1321
H -2.0428 0.8258 0.0205
H -1.1592 0.1742 1.4086
H -1.2342 1.9361 1.1529
H -1.5675 -0.3225 -1.7010
H -1.1818 -1.9644 -0.8671
H 1.6233 -2.0826 -0.4369
H 2.6701 -0.3679 1.4255
H 0.1643 1.6540 -0.9423
*
```


# 6
C5H8N2 | wB97M-V/def2-TZVPD

molecular weight: 96.133 g/mol
structure (SMILES): C[C@H]1CN1CC#N
E_LUMO: 0.035 hartree
energy relative to the best compared isomer or geometry (same formula, charge and spin): 40.13 kcal/mol
Kohn-Sham gap: 10.768 eV

Geometry as ORCA input:
```
! RIJCOSX wB97M-V def2-TZVPD def2/J DEFGRID3
* xyz 0 1
C -1.9706 -0.7762 0.4202
C -0.7032 -0.3211 -0.2635
C -0.3855 1.1237 -0.3935
N 0.2673 0.3234 0.6197
C 1.7135 0.2392 0.5298
C 2.2679 -0.4170 -0.6656
N 2.6648 -0.9003 -1.6365
H -2.1696 -0.1087 1.2640
H -1.8707 -1.7962 0.8048
H -2.8339 -0.7513 -0.2562
H -0.3547 -0.9404 -1.0952
H 0.2111 1.4008 -1.2655
H -1.0563 1.8914 -0.0148
H 2.0872 1.2694 0.5315
H 2.1328 -0.2367 1.4210
*
```


# 7
C5H8N2 | wB97M-V/def2-TZVPD

molecular weight: 96.133 g/mol
E_LUMO: 0.035 hartree
energy relative to the best compared isomer or geometry (same formula, charge and spin): 122.96 kcal/mol
Kohn-Sham gap: 9.635 eV

Geometry as ORCA input:
```
! RIJCOSX wB97M-V def2-TZVPD def2/J DEFGRID3
* xyz 0 1
C 1.5219 -0.3683 -0.7618
C 0.5814 0.1918 0.2951
C -0.3034 1.4012 -0.1107
N -1.5451 0.6389 0.1798
C -0.7650 -0.5323 0.4380
C -1.1387 -1.9132 0.0265
N -1.2570 -1.8919 1.3047
H 1.0043 -0.5077 -1.7163
H 2.3714 0.3047 -0.9256
H 1.9159 -1.3416 -0.4536
H 1.1106 0.3466 1.2394
H -0.1882 1.6729 -1.1664
H -0.2052 2.3046 0.5009
H -2.1946 0.5386 -0.5950
H -0.9084 -0.8443 1.7451
*
```


# 8
C5H8N2 | wB97M-V/def2-TZVPD

molecular weight: 96.133 g/mol
structure (SMILES): Cn1ccc(N)c1
E_LUMO: 0.035 hartree
energy relative to the best compared isomer or geometry (same formula, charge and spin): 14.33 kcal/mol
Kohn-Sham gap: 9.013 eV

Geometry as ORCA input:
```
! RIJCOSX wB97M-V def2-TZVPD def2/J DEFGRID3
* xyz 0 1
C 2.2563 0.1815 -0.0403
N 0.8640 -0.0983 0.2135
C 0.3065 -1.3454 0.3182
C -1.0598 -1.2201 0.2735
C -1.3395 0.1615 0.0990
N -2.6269 0.6935 -0.2098
C -0.1376 0.8253 0.0677
H 2.8632 -0.6443 0.3367
H 2.4415 0.2975 -1.1152
H 2.5524 1.1022 0.4709
H 0.9329 -2.2234 0.4058
H -1.7950 -2.0113 0.3470
H -2.6158 0.7652 -1.2216
H -2.7201 1.6408 0.1433
H 0.0778 1.8754 -0.0888
*
```


# 9
C5H8N2 | wB97M-V/def2-TZVPD

molecular weight: 96.133 g/mol
structure (SMILES): Cc1c[nH]c(N)c1
E_LUMO: 0.034 hartree
energy relative to the best compared isomer or geometry (same formula, charge and spin): 50.27 kcal/mol
Kohn-Sham gap: 8.272 eV

Geometry as ORCA input:
```
! RIJCOSX wB97M-V def2-TZVPD def2/J DEFGRID3
* xyz 0 1
C -2.3503 -0.2523 0.0794
C -0.9233 0.2253 -0.0558
C -0.4936 1.4287 -0.5705
N 1.2326 1.2464 -0.3169
C 1.3466 -0.0336 0.0832
N 2.4988 -0.7986 0.2483
C 0.1199 -0.6087 0.3302
H -2.5533 -1.0039 -0.6936
H -2.4813 -0.7429 1.0508
H -3.1117 0.5257 -0.0154
H -1.0989 2.3019 -0.2392
H 2.1449 1.6292 -0.6446
H 2.2930 -1.7843 0.1518
H 3.3760 -0.5574 -0.1842
H 0.0006 -1.5755 0.7766
*
```


# 10
C5H8N2 | wB97M-V/def2-TZVPD

molecular weight: 96.133 g/mol
E_LUMO (spin up / spin down): -0.041 / -0.042 hartree
energy relative to the best compared isomer or geometry (same formula, charge and spin): 121.58 kcal/mol
Kohn-Sham gap (spin up / spin down): 7.685 / 7.926 eV

Geometry as ORCA input:
```
! RIJCOSX wB97M-V def2-TZVPD def2/J DEFGRID3
* xyz 0 1
C -0.6611 -1.1678 0.8965
C 0.0091 -0.0299 0.1335
C 1.4470 0.2020 0.5829
N -0.0468 -0.2361 -1.3343
C -0.9092 1.1772 0.0164
C -0.7950 0.8783 -1.7633
N -1.0919 1.7076 -2.5537
H -0.6544 -0.9628 1.9716
H -0.1162 -2.1055 0.7288
H -1.7010 -1.2856 0.5780
H 2.0421 -0.7158 0.5201
H 1.9253 0.9647 -0.0396
H 1.4579 0.5456 1.6240
H -0.5220 -1.0954 -1.6081
H -0.3839 2.1236 0.2474
*
```